{"formula": "C33H20Cl3F5N2O4PZn", "method": "ωB97M-V/def2-TZVPD", "orbital_gap_ha": 0.26357, "energy_ha": -5680.806652, "e_lumo_ev": 2.2, "total_charge": -1, "e_homo_ev": -4.997, "multiplicity": 1, "max_force_ev_per_a": 0.75, "species": ["Zn", "O", "C", "O", "C", "P", "C", "C", "C", "C", "C", "C", "C", "C", "C", "C", "C", "C", "H", "H", "H", "H", "H", "H", "H", "H", "H", "H", "H", "H", "Cl", "C", "C", "C", "Cl", "C", "O", "C", "Cl", "C", "H", "H", "N", "C", "N", "C", "C", "C", "C", "C", "C", "H", "H", "H", "H", "H", "H", "F", "C", "C", "F", "C", "F", "C", "O", "C", "F", "C", "F"], "positions_angstrom": [[0.030, 0.220, 0.613], [-0.277, -2.216, 3.885], [-0.549, -1.766, 2.776], [-0.303, -0.581, 2.366], [-1.243, -2.695, 1.752], [-0.518, -2.383, 0.093], [-1.552, -3.485, -0.958], [-2.120, -3.002, -2.131], [-2.913, -3.830, -2.917], [-3.157, -5.136, -2.527], [-2.578, -5.631, -1.364], [-1.773, -4.813, -0.590], [1.005, -3.409, 0.150], [1.460, -4.047, -1.005], [2.634, -4.783, -0.989], [3.386, -4.877, 0.174], [2.948, -4.237, 1.324], [1.769, -3.506, 1.314], [-2.293, -2.399, 1.686], [-1.176, -3.733, 2.073], [-1.940, -1.976, -2.427], [-3.344, -3.449, -3.834], [-3.802, -5.770, -3.122], [-2.755, -6.655, -1.060], [-1.299, -5.209, 0.299], [0.875, -3.982, -1.915], [2.958, -5.297, -1.886], [4.299, -5.459, 0.188], [3.515, -4.313, 2.244], [1.446, -3.020, 2.225], [1.720, 4.664, -5.236], [1.372, 3.845, -3.740], [1.036, 2.506, -3.754], [0.787, 1.859, -2.557], [0.386, 0.177, -2.614], [0.849, 2.491, -1.280], [0.664, 1.958, -0.126], [1.189, 3.873, -1.364], [1.286, 4.742, 0.129], [1.446, 4.537, -2.543], [0.970, 1.963, -4.686], [1.707, 5.585, -2.530], [4.219, -0.664, 0.051], [2.938, -0.426, -0.319], [2.131, -0.313, 0.695], [2.923, -0.466, 1.833], [2.609, -0.397, 3.190], [3.633, -0.615, 4.090], [4.946, -0.866, 3.674], [5.283, -0.903, 2.336], [4.250, -0.702, 1.429], [5.006, -0.763, -0.563], [2.643, -0.354, -1.353], [1.598, -0.196, 3.511], [3.419, -0.592, 5.150], [5.711, -1.024, 4.424], [6.304, -1.065, 2.011], [-5.233, 4.281, 2.233], [-4.388, 3.376, 1.702], [-4.787, 2.568, 0.653], [-6.031, 2.694, 0.163], [-3.923, 1.636, 0.118], [-4.362, 0.864, -0.893], [-2.603, 1.444, 0.586], [-1.831, 0.550, 0.064], [-2.242, 2.309, 1.649], [-0.998, 2.216, 2.150], [-3.104, 3.234, 2.197], [-2.712, 4.002, 3.224]], "forces_ev_per_a": [[-0.012, 0.222, -0.399], [-0.032, 0.125, -0.118], [-0.174, -0.353, 0.081], [0.102, 0.016, 0.584], [0.250, 0.433, 0.023], [0.028, -0.531, -0.190], [0.046, 0.147, 0.045], [0.085, 0.026, 0.079], [-0.067, 0.001, -0.084], [-0.014, 0.005, -0.009], [0.004, -0.026, 0.050], [-0.032, 0.010, -0.082], [0.014, -0.019, 0.029], [-0.010, 0.039, 0.108], [0.033, -0.002, -0.099], [0.004, -0.024, 0.028], [0.024, -0.008, 0.039], [-0.061, -0.012, -0.079], [0.007, 0.030, -0.012], [0.010, -0.001, 0.009], [-0.044, 0.054, 0.030], [-0.028, 0.021, 0.026], [0.038, -0.010, -0.034], [-0.004, 0.001, -0.012], [-0.028, -0.009, 0.030], [0.023, -0.031, -0.025], [0.011, 0.033, -0.010], [0.000, 0.001, -0.003], [0.029, 0.034, -0.016], [0.000, -0.030, 0.062], [0.013, 0.085, -0.143], [-0.029, -0.114, 0.018], [0.032, 0.062, 0.028], [0.032, 0.302, 0.463], [-0.136, -0.418, 0.053], [0.056, 0.121, 0.247], [0.128, -0.044, -0.735], [-0.008, -0.062, -0.114], [0.020, 0.115, 0.077], [0.007, 0.024, 0.059], [0.000, -0.010, 0.005], [-0.005, 0.009, 0.019], [0.075, -0.025, 0.066], [-0.057, -0.072, -0.080], [0.099, 0.028, 0.192], [0.398, -0.033, -0.104], [-0.001, -0.043, -0.052], [-0.055, 0.005, 0.027], [0.065, -0.004, 0.027], [0.076, 0.005, -0.057], [-0.317, 0.103, 0.221], [-0.038, -0.034, -0.098], [-0.044, 0.022, -0.013], [-0.096, -0.063, 0.011], [-0.036, 0.025, -0.006], [0.030, -0.002, -0.036], [-0.011, -0.041, 0.005], [-0.024, 0.018, 0.013], [0.033, -0.024, -0.011], [0.063, 0.041, 0.079], [-0.071, -0.009, -0.044], [0.200, -0.118, 0.036], [-0.041, -0.006, -0.041], [-0.252, 0.311, 0.103], [-0.326, -0.042, -0.062], [0.075, -0.290, -0.285], [0.019, -0.013, 0.115], [-0.153, 0.007, -0.052], [0.076, 0.043, 0.019]], "lowdin_charge": [0.60, 0.01, -0.72, -0.13, -0.23, 1.09, -0.37, -0.09, -0.09, -0.10, -0.09, -0.09, -0.35, -0.10, -0.10, -0.10, -0.08, -0.08, 0.10, 0.08, 0.09, 0.10, 0.10, 0.10, 0.11, 0.10, 0.10, 0.09, 0.11, 0.09, 0.62, -0.70, -0.16, -0.57, 0.72, -0.46, -0.17, -0.59, 0.70, -0.15, 0.10, 0.10, 0.14, -0.14, 0.09, -0.20, 0.01, -0.08, -0.10, -0.03, -0.20, 0.16, 0.10, 0.10, 0.10, 0.10, 0.10, 0.08, -0.16, -0.16, 0.09, -0.14, 0.09, -0.28, -0.14, -0.14, 0.08, -0.15, 0.10]}

---

{"formula": "C6H11N2", "method": "ωB97M-V/def2-TZVPD", "orbital_gap_ha": 0.36714, "energy_ha": -344.455716, "e_lumo_ev": -3.9, "relative_energy_kj_mol": 156.0, "total_charge": 1, "e_homo_ev": -13.918, "smiles": "CCCc1c[nH]c[nH+]1", "multiplicity": 1, "max_force_ev_per_a": 6.88, "species": ["C", "C", "C", "C", "C", "N", "C", "N", "H", "H", "H", "H", "H", "H", "H", "H", "H", "H", "H"], "positions_angstrom": [[0.065, 2.938, -1.685], [0.381, 1.998, -0.562], [0.113, 0.568, -1.127], [-0.065, -0.343, 0.053], [0.712, -0.559, 1.165], [0.284, -1.706, 1.821], [-0.677, -2.291, 1.052], [-0.852, -1.429, -0.131], [-0.959, 2.904, -2.142], [0.175, 4.023, -1.566], [0.837, 2.808, -2.512], [-0.213, 2.315, 0.294], [1.462, 2.183, -0.268], [0.995, 0.364, -1.764], [-0.945, 0.483, -1.647], [1.375, 0.163, 1.541], [0.886, -2.215, 2.510], [-1.217, -3.321, 1.132], [-1.589, -1.628, -0.777]], "forces_ev_per_a": [[0.608, 1.691, -2.890], [0.317, 0.937, -0.485], [-1.636, 1.193, 1.470], [1.810, -1.099, -1.497], [-1.525, 0.350, -0.381], [-0.418, -1.115, -1.838], [-0.446, 0.605, -2.611], [0.407, -3.536, 5.885], [0.827, -0.676, 0.518], [0.142, -0.211, 1.021], [-1.142, -0.305, 0.616], [-0.214, -0.664, 0.201], [-1.133, -0.680, -0.324], [-0.869, -0.581, 0.135], [2.424, 0.639, 0.371], [0.946, 0.257, 0.700], [-1.201, 0.686, -0.554], [1.297, 2.269, 0.190], [-0.193, 0.240, -0.527]], "lowdin_charge": [-0.15, -0.28, -0.12, -0.25, 0.00, 0.10, 0.03, 0.16, 0.09, 0.08, 0.10, 0.11, 0.14, 0.14, 0.16, 0.13, 0.21, 0.19, 0.16]}

---

{"formula": "C24H48NO10P2SSn", "method": "ωB97M-V/def2-TZVPD", "orbital_gap_ha": [0.16631, 0.27864], "energy_ha": -3045.739442, "e_lumo_ev": [0.4, 0.4], "e_homo_ev": [-4.096, -7.153], "multiplicity": 2, "max_force_ev_per_a": 0.36, "species": ["Sn", "C", "O", "C", "C", "O", "C", "C", "O", "C", "H", "H", "H", "H", "H", "H", "H", "H", "H", "H", "H", "H", "H", "H", "O", "N", "C", "C", "C", "C", "C", "S", "H", "H", "H", "H", "C", "C", "C", "O", "P", "O", "C", "P", "O", "O", "C", "C", "C", "O", "C", "C", "C", "O", "C", "C", "C", "H", "H", "H", "H", "H", "H", "H", "H", "H", "H", "H", "H", "H", "H", "H", "H", "H", "H", "H", "H", "H", "H", "H", "H", "H", "H", "H", "H", "H", "H"], "positions_angstrom": [[2.223, 0.333, -1.016], [3.407, 1.882, 1.745], [2.843, 0.596, 1.486], [3.579, -0.448, 2.098], [2.856, -1.765, 1.929], [3.010, -2.327, 0.634], [4.233, -2.989, 0.373], [5.081, -2.228, -0.628], [4.398, -1.997, -1.843], [4.314, -3.126, -2.687], [3.359, 2.100, 2.814], [4.443, 1.931, 1.402], [2.819, 2.609, 1.191], [4.583, -0.493, 1.659], [3.687, -0.232, 3.168], [3.209, -2.466, 2.694], [1.785, -1.598, 2.062], [4.811, -3.137, 1.292], [3.988, -3.975, -0.030], [5.339, -1.241, -0.241], [6.007, -2.793, -0.804], [5.306, -3.559, -2.861], [3.658, -3.902, -2.278], [3.907, -2.785, -3.636], [1.982, 2.386, -1.065], [3.053, 3.234, -1.282], [2.798, 4.550, -0.890], [3.821, 5.426, -0.701], [5.161, 5.008, -0.815], [5.393, 3.628, -1.030], [4.362, 2.748, -1.214], [4.604, 1.030, -1.452], [1.750, 4.790, -0.804], [3.582, 6.454, -0.454], [5.983, 5.700, -0.692], [6.400, 3.229, -1.048], [-3.208, 0.083, -4.166], [-3.133, 1.209, -3.155], [-3.191, 2.578, -3.798], [-1.867, 1.113, -2.457], [-1.737, 0.773, -0.916], [-0.357, 0.962, -0.464], [-2.390, -0.904, -0.709], [-1.935, -1.696, 0.869], [-0.537, -1.579, 1.280], [-2.931, -1.095, 1.945], [-4.371, -1.306, 1.898], [-5.048, 0.047, 1.959], [-4.746, -2.207, 3.052], [-2.459, -3.175, 0.591], [-1.705, -4.393, 0.909], [-0.474, -4.502, 0.021], [-1.366, -4.489, 2.389], [-2.839, 1.635, -0.165], [-2.463, 2.985, 0.300], [-3.703, 3.840, 0.179], [-1.941, 2.879, 1.717], [-4.125, 0.160, -4.753], [-3.191, -0.892, -3.674], [-2.352, 0.143, -4.842], [-3.947, 1.116, -2.430], [-2.341, 2.702, -4.474], [-3.141, 3.363, -3.041], [-4.117, 2.690, -4.365], [-1.950, -1.512, -1.504], [-3.477, -0.909, -0.818], [-4.627, -1.807, 0.962], [-4.864, 0.514, 2.930], [-6.125, -0.072, 1.824], [-4.660, 0.705, 1.181], [-4.424, -1.756, 3.993], [-4.264, -3.181, 2.947], [-5.828, -2.356, 3.080], [-2.409, -5.181, 0.653], [0.257, -3.737, 0.294], [-0.747, -4.378, -1.030], [-0.022, -5.488, 0.146], [-0.712, -3.665, 2.679], [-0.852, -5.432, 2.581], [-2.270, -4.458, 3.001], [-1.674, 3.365, -0.350], [-4.484, 3.463, 0.844], [-4.083, 3.831, -0.844], [-3.473, 4.870, 0.458], [-2.722, 2.496, 2.379], [-1.626, 3.865, 2.068], [-1.082, 2.207, 1.751]], "forces_ev_per_a": [[0.134, 0.112, -0.111], [0.003, 0.075, 0.022], [-0.167, 0.068, -0.188], [0.124, -0.037, 0.135], [-0.002, 0.053, -0.163], [-0.180, 0.030, 0.074], [0.005, 0.041, 0.009], [-0.074, -0.075, -0.015], [0.095, -0.072, -0.065], [-0.021, 0.079, 0.115], [-0.023, -0.049, 0.045], [0.019, -0.042, -0.010], [-0.024, -0.036, 0.058], [0.047, 0.029, 0.056], [-0.037, 0.047, 0.004], [0.009, -0.042, -0.011], [0.005, -0.056, -0.004], [-0.003, -0.011, 0.024], [-0.008, -0.056, 0.056], [0.026, -0.072, -0.038], [0.039, 0.030, -0.037], [0.024, -0.005, -0.004], [-0.006, 0.009, -0.011], [-0.016, 0.003, 0.007], [-0.064, -0.212, 0.093], [0.156, 0.078, -0.021], [-0.038, 0.025, 0.025], [0.118, 0.007, 0.001], [-0.031, -0.003, -0.017], [-0.087, 0.025, 0.029], [0.090, -0.009, -0.010], [-0.031, 0.079, -0.109], [0.028, 0.008, -0.049], [-0.022, -0.038, -0.013], [-0.044, -0.035, 0.025], [-0.062, 0.022, -0.015], [0.108, -0.026, 0.003], [-0.068, 0.003, -0.021], [0.079, 0.042, -0.020], [-0.086, -0.030, -0.095], [-0.070, -0.199, 0.162], [-0.124, 0.095, 0.043], [0.304, 0.102, 0.171], [-0.186, -0.081, -0.165], [0.054, 0.043, 0.016], [-0.143, 0.025, -0.015], [0.055, 0.027, 0.056], [0.064, 0.070, 0.001], [0.056, -0.115, 0.035], [0.086, -0.148, 0.139], [0.183, 0.040, 0.004], [-0.070, 0.162, 0.054], [-0.089, 0.193, -0.089], [0.160, 0.286, 0.046], [-0.088, -0.128, 0.081], [-0.035, -0.058, -0.024], [0.041, -0.093, -0.020], [0.033, -0.011, 0.034], [-0.010, 0.048, -0.039], [-0.071, -0.018, 0.016], [0.007, -0.009, 0.053], [-0.077, 0.001, 0.025], [-0.012, -0.033, -0.042], [0.046, 0.015, 0.031], [-0.038, -0.001, 0.038], [0.026, -0.019, -0.069], [0.053, -0.011, -0.086], [-0.017, -0.023, -0.060], [0.045, 0.013, 0.040], [-0.045, -0.037, 0.021], [-0.043, -0.027, -0.036], [-0.046, 0.066, 0.027], [0.047, 0.020, 0.011], [-0.101, -0.041, -0.062], [-0.016, -0.070, -0.066], [0.024, -0.027, 0.066], [-0.020, 0.030, -0.005], [-0.007, -0.066, 0.004], [-0.034, 0.024, -0.021], [0.044, -0.008, -0.017], [0.040, -0.058, -0.100], [0.014, 0.039, -0.028], [0.003, 0.032, 0.034], [-0.019, -0.044, 0.000], [0.045, 0.028, -0.021], [-0.037, -0.048, -0.009], [-0.043, 0.049, 0.011]], "lowdin_charge": [1.19, -0.08, -0.32, -0.20, -0.18, -0.19, -0.19, -0.23, -0.29, -0.09, 0.10, 0.09, 0.08, 0.12, 0.13, 0.13, 0.11, 0.13, 0.12, 0.07, 0.13, 0.09, 0.08, 0.09, -0.43, -0.21, -0.09, -0.13, -0.13, -0.15, -0.69, 0.59, 0.10, 0.09, 0.08, 0.09, -0.04, -0.46, -0.03, -0.17, 0.45, -0.36, -0.20, 0.46, -0.24, -0.17, -0.45, -0.04, -0.04, -0.20, -0.41, -0.05, -0.04, -0.21, -0.42, -0.04, -0.03, 0.09, 0.07, 0.09, 0.13, 0.09, 0.07, 0.09, 0.09, 0.08, 0.13, 0.09, 0.09, 0.06, 0.09, 0.07, 0.09, 0.14, 0.07, 0.08, 0.09, 0.08, 0.09, 0.07, 0.14, 0.08, 0.07, 0.09, 0.08, 0.09, 0.08]}

---

Question: What is the multiplicity in the second record?
Answer: 1